Entry 1:
Formula: C9H16N2S
Source: the Open Molecules 2025 dataset
Level of theory: the ωB97M-V functional and the def2-TZVPD basis

Energy relative to the best compared isomer or geometry (same formula, charge and spin) = 108.5 kJ/mol
Total energy = -23402.4109 eV
Spin multiplicity = 3
Charge = 0
E_LUMO (alpha / beta) = 0.88 / 0.48 eV
Largest force on an atom = 3.196 eV/A
Highest occupied orbital energy (alpha / beta) = -6.58 / -8.63 eV

XYZ file:
```
28
C9H16N2S, DFT the ωB97M-V functional and the def2-TZVPD basis
C -1.112 -0.571 -2.025
C -1.838 -0.693 -0.922
C 0.424 -0.587 -2.234
C 1.040 -1.727 -1.391
C -0.007 -1.388 0.855
C -1.289 -0.575 0.479
C 1.324 -1.329 0.047
C -1.020 0.924 0.725
C -1.321 3.462 1.417
N 1.907 -0.032 0.079
N 2.592 0.160 1.179
S -2.136 2.201 0.380
H -1.790 -0.598 -2.963
H -2.936 -0.450 -1.029
H 0.713 -0.760 -3.315
H 0.923 0.328 -1.847
H 0.277 -2.512 -1.307
H 2.127 -2.103 -1.595
H 0.210 -1.018 1.886
H -0.251 -2.415 0.917
H -2.073 -0.862 1.116
H 1.827 -2.218 0.489
H -0.014 1.285 0.821
H -2.082 3.877 2.244
H -0.877 4.273 0.763
H -0.509 2.888 2.012
H 3.234 0.961 1.210
H 2.657 -0.518 2.008
```

***

Entry 2:
Formula: C25H35N7RhS
Source: the Open Molecules 2025 dataset
Level of theory: the ωB97M-V functional and the def2-TZVPD basis

Total energy = -50743.6049 eV
Charge = +3
E_LUMO (alpha / beta) = -11.67 / -11.88 eV
Largest force on an atom = 0.985 eV/A
Highest occupied orbital energy (alpha / beta) = -17.00 / -17.01 eV

XYZ file:
```
69
C25H35N7RhS, DFT the ωB97M-V functional and the def2-TZVPD basis
Rh -0.735 -1.593 1.409
C -1.993 -1.253 3.998
N -0.748 -1.845 3.421
C 0.560 -1.445 4.016
C 1.608 -1.777 2.992
N 1.263 -1.939 1.718
C 2.434 -2.242 1.019
C 2.645 -2.575 -0.318
C 3.940 -2.869 -0.687
C 5.000 -2.841 0.238
C 4.797 -2.535 1.568
C 3.488 -2.241 1.933
N 2.917 -1.946 3.173
C -3.072 -1.473 2.976
N -2.723 -1.706 1.707
C -3.903 -1.808 0.969
C -4.124 -2.058 -0.382
C -5.441 -2.131 -0.789
C -6.505 -1.973 0.115
C -6.294 -1.736 1.459
C -4.967 -1.655 1.860
N -4.391 -1.454 3.120
H -1.824 -0.183 4.140
H -2.223 -1.695 4.969
H -0.831 -2.867 3.472
H 0.727 -1.951 4.968
H 0.535 -0.369 4.200
H 1.828 -2.635 -1.027
H 4.151 -3.149 -1.710
H 5.997 -3.088 -0.100
H 5.609 -2.543 2.282
H 3.407 -1.907 4.057
H -3.309 -2.209 -1.078
H -5.666 -2.330 -1.827
H -7.519 -2.048 -0.253
H -7.116 -1.626 2.153
H -4.895 -1.302 3.983
C 4.345 4.054 -2.997
C 4.202 2.594 -2.592
C 2.971 2.362 -1.717
C 2.845 0.895 -1.322
N 1.734 0.644 -0.382
C 0.466 0.571 -0.726
S -0.775 0.444 0.559
N 0.061 0.678 -1.968
C -1.320 0.694 -2.498
C -1.750 2.108 -2.860
C -1.864 3.034 -1.654
C -2.329 4.432 -2.044
H 5.209 4.194 -3.644
H 4.478 4.693 -2.123
H 3.465 4.401 -3.541
H 5.092 2.270 -2.046
H 4.138 1.963 -3.484
H 2.075 2.696 -2.254
H 3.033 2.972 -0.811
H 3.748 0.545 -0.824
H 2.705 0.245 -2.192
H 1.945 0.659 0.602
H 0.777 0.913 -2.646
H -1.976 0.268 -1.739
H -1.328 0.030 -3.361
H -2.713 2.034 -3.369
H -1.053 2.525 -3.594
H -0.894 3.109 -1.144
H -2.570 2.599 -0.935
H -1.666 4.869 -2.791
H -2.346 5.098 -1.183
H -3.334 4.403 -2.465
```

***

Entry 3:
Formula: C42H52N8O4S6TeTi
Source: the Open Molecules 2025 dataset
Level of theory: the ωB97M-V functional and the def2-TZVPD basis

Energy relative to the best compared isomer or geometry (same formula, charge and spin) = 230.5 kJ/mol
Total energy = -159930.9078 eV
Spin multiplicity = 3
Charge = -2
E_LUMO (alpha / beta) = 3.32 / 3.32 eV
Largest force on an atom = 0.904 eV/A
Highest occupied orbital energy (alpha / beta) = -0.86 / -1.71 eV

XYZ file:
```
114
C42H52N8O4S6TeTi, DFT the ωB97M-V functional and the def2-TZVPD basis
Ti -0.672 -0.271 -0.645
O -1.115 -3.855 -3.279
C -2.212 -4.388 -2.698
C -2.709 -5.585 -3.209
C -3.833 -6.172 -2.653
C -4.474 -5.572 -1.575
C -3.984 -4.379 -1.069
C -2.865 -3.766 -1.624
C -2.389 -2.470 -1.103
O -1.151 -2.068 -1.409
N -3.202 -1.695 -0.477
N -2.575 -0.467 -0.242
C -3.482 0.555 -0.244
C -3.397 1.617 -1.166
C -4.413 2.603 -1.232
C -4.537 3.456 -2.312
C -3.656 3.347 -3.388
C -2.606 2.430 -3.322
C -2.387 1.644 -2.194
O -1.284 0.909 -2.114
H -0.822 -3.116 -2.701
H -2.181 -6.042 -4.038
H -4.202 -7.108 -3.056
H -5.343 -6.037 -1.124
H -4.461 -3.889 -0.230
H -4.400 0.431 0.327
H -5.147 2.623 -0.433
H -5.346 4.178 -2.342
H -3.776 3.971 -4.266
H -1.885 2.355 -4.130
C 1.964 2.111 2.952
N 2.145 0.688 2.770
C 2.858 -0.026 3.810
C 1.550 0.006 1.743
N 0.452 0.402 1.186
C -0.500 1.284 1.790
C -1.296 0.802 2.825
C -2.422 1.495 3.236
C -2.784 2.666 2.582
C -1.982 3.167 1.570
C -0.801 2.523 1.193
N 0.030 3.000 0.167
C 0.188 4.257 -0.034
N 0.008 5.299 0.879
C 0.251 5.134 2.294
C -0.904 6.374 0.551
N 0.665 4.679 -1.259
C 0.134 4.078 -2.470
C 1.265 5.976 -1.441
N 2.245 -1.073 1.231
C 3.658 -0.889 0.961
C 1.857 -2.438 1.539
H 2.923 2.552 3.242
H 1.216 2.351 3.714
H 1.657 2.551 2.003
H 2.735 0.518 4.748
H 3.929 -0.114 3.603
H 2.443 -1.022 3.946
H -1.077 -0.180 3.225
H -3.058 1.078 4.007
H -3.710 3.168 2.836
H -2.293 4.045 1.018
H 1.044 4.407 2.451
H -0.634 4.805 2.848
H 0.581 6.097 2.697
H -0.450 7.352 0.746
H -1.197 6.318 -0.495
H -1.819 6.296 1.152
H -0.240 3.081 -2.251
H 0.928 3.997 -3.217
H -0.679 4.685 -2.885
H 1.766 6.294 -0.530
H 0.546 6.754 -1.735
H 2.006 5.902 -2.242
H 4.306 -1.151 1.811
H 3.846 0.146 0.672
H 3.916 -1.536 0.119
H 0.789 -2.502 1.690
H 2.141 -3.087 0.712
H 2.353 -2.797 2.454
Te 3.006 -3.434 -2.079
C 5.108 -3.709 -2.128
C 6.001 -2.629 -2.126
C 7.378 -2.810 -2.137
C 7.919 -4.089 -2.150
C 7.055 -5.178 -2.152
C 5.680 -4.989 -2.140
H 5.600 -1.620 -2.115
H 8.034 -1.945 -2.133
H 8.993 -4.235 -2.157
H 7.457 -6.186 -2.160
H 5.023 -5.851 -2.141
C 3.313 0.972 -2.829
S 1.529 0.815 -2.856
C 1.402 -0.453 -4.108
O 1.259 0.101 -1.552
H 3.731 -0.003 -2.567
H 3.547 1.715 -2.067
H 3.660 1.304 -3.808
H 1.827 -0.089 -5.044
H 0.335 -0.644 -4.225
H 1.917 -1.346 -3.740
C -1.418 -3.952 5.721
S -2.538 -4.982 4.737
C -3.511 -3.742 3.981
C -3.073 -2.852 3.044
S -1.507 -2.648 2.390
S -4.333 -1.708 2.549
C -5.605 -2.215 3.590
S -7.104 -1.506 3.658
S -5.154 -3.559 4.555
H -0.691 -4.621 6.183
H -1.970 -3.416 6.492
H -0.913 -3.259 5.049
```

***

Entry 4:
Formula: C2H5Cl3N
Source: the Open Molecules 2025 dataset
Level of theory: the ωB97M-V functional and the def2-TZVPD basis

Energy relative to the best compared isomer or geometry (same formula, charge and spin) = 265.1 kJ/mol
Total energy = -41200.9979 eV
Charge = +1
E_LUMO (alpha / beta) = -4.86 / -5.39 eV
Largest force on an atom = 5.145 eV/A
Highest occupied orbital energy (alpha / beta) = -13.31 / -13.80 eV

XYZ file:
```
11
C2H5Cl3N, DFT the ωB97M-V functional and the def2-TZVPD basis
C -0.353 -0.402 -0.615
C -2.537 1.459 -0.041
N 0.382 0.343 0.318
Cl -1.738 1.898 1.457
Cl -2.450 2.769 -1.173
Cl -4.032 0.617 0.208
H -0.609 0.196 -1.588
H -0.669 -1.411 -0.494
H 0.750 -0.378 0.941
H -0.423 0.799 1.052
H 0.974 1.037 -0.239
```